C10H18N4O | ωB97M-V/def2-TZVPD

```
33
Properties=species:S:1:pos:R:3
C -0.70 1.67 1.97
C -0.93 0.48 1.12
N -0.59 0.45 -0.06
C -1.53 -0.34 -0.97
C -1.09 -0.09 -2.42
C -1.76 -1.74 -0.57
C -2.46 -1.69 0.78
C -2.07 -0.45 1.61
H 0.31 2.13 1.86
H -0.63 1.52 3.09
H -1.47 2.30 1.60
H -2.46 0.19 -0.65
H -1.73 -0.79 -2.82
H 0.00 -0.30 -2.48
H -1.40 0.98 -2.78
H -0.82 -2.36 -0.52
H -2.37 -2.32 -1.32
H -3.59 -1.70 0.59
H -2.36 -2.45 1.52
H -3.09 0.09 1.77
H -1.94 -0.80 2.60
H 4.27 1.95 1.52
N 3.80 1.93 0.58
C 3.06 0.91 0.54
O 2.74 -0.10 1.52
N 1.72 -0.91 0.91
N 1.63 -0.68 -0.38
C 2.51 0.30 -0.71
C 2.89 0.63 -2.12
H 0.97 -0.80 1.45
H 4.00 0.44 -2.02
H 2.74 1.67 -2.40
H 2.36 -0.11 -2.81
```

Results
* SMILES string: CC1=N[C@@H](C)CCC1.[H]/N=c1\o[nH]nc1C
* calculated total energy: -18664.4763 eV
* energy relative to the best compared isomer or geometry (same formula, charge and spin): 109.5 kcal/mol
* charge: 0
* multiplicity: 1
* gap between HOMO and LUMO: 0.3328 Eh
* largest force on an atom: 5.5 eV/A

=====

C18H20IIrN5PS2 | ωB97M-V/def2-TZVPD

```
48
Properties=species:S:1:pos:R:3
Ir -0.25 1.59 0.06
S -0.09 1.85 2.37
C -1.69 1.17 2.24
N -1.89 0.78 0.99
C -3.19 0.31 0.77
C -3.73 -0.16 -0.41
C -5.05 -0.58 -0.39
C -5.80 -0.55 0.79
C -5.26 -0.09 1.97
C -3.94 0.35 1.95
S -3.00 0.99 3.29
H -3.15 -0.17 -1.33
H -5.51 -0.95 -1.30
H -6.82 -0.89 0.77
H -5.85 -0.07 2.88
I -0.89 2.39 -2.48
C 0.96 3.24 -1.91
C 1.70 4.14 -2.63
C 2.86 4.62 -2.02
C 3.20 4.18 -0.74
C 2.39 3.27 -0.10
N 1.28 2.79 -0.68
H 1.40 4.47 -3.61
H 3.48 5.33 -2.54
H 4.09 4.55 -0.24
H 2.60 2.91 0.90
C 2.05 -2.79 -1.32
N 0.70 -2.89 -0.75
C 0.68 -3.53 0.56
N 1.47 -2.59 1.34
C 2.86 -2.48 0.87
N 2.88 -1.93 -0.48
C 2.45 -0.54 -0.51
P 0.71 -0.36 0.10
C -0.12 -1.71 -0.89
C 0.83 -1.35 1.68
H 1.99 -2.39 -2.33
H 2.49 -3.79 -1.36
H 1.16 -4.50 0.51
H -0.34 -3.63 0.94
H 3.30 -3.48 0.87
H 3.42 -1.85 1.55
H 2.51 -0.15 -1.53
H 3.11 0.07 0.11
H -0.16 -1.41 -1.94
H -1.13 -1.88 -0.52
H -0.16 -1.51 2.10
H 1.44 -0.79 2.40
```

Results
* ⟨S²⟩: 0.759
* calculated total energy: -68313.3956 eV
* energy relative to the best compared isomer or geometry (same formula, charge and spin): 1.6 kcal/mol
* charge: +3
* multiplicity: 2
* gap between HOMO and LUMO (spin up / spin down): 0.2259 / 0.1773 Eh
* largest force on an atom: 0.5 eV/A

=====

C6H12N2 | ωB97M-V/def2-TZVPD

```
20
Properties=species:S:1:pos:R:3
C -3.02 0.42 0.01
C -1.82 0.94 0.17
C -0.57 0.08 0.67
C -0.65 -1.33 0.05
N 0.80 0.68 0.54
C 1.37 0.80 -0.82
C 2.63 0.07 -0.37
N 2.11 -0.01 1.01
H -3.85 1.04 -0.29
H -3.24 -0.62 0.17
H -1.62 1.98 0.01
H -0.70 0.00 1.76
H -1.39 -1.94 0.56
H 0.30 -1.84 0.14
H -0.92 -1.27 -1.00
H 1.51 1.85 -1.08
H 0.80 0.31 -1.61
H 2.80 -0.89 -0.86
H 3.55 0.66 -0.39
H 1.93 -0.96 1.33
```

Results
* SMILES string: C=C[C@@H](C)N1CCN1
* calculated total energy: -9393.3538 eV
* energy relative to the best compared isomer or geometry (same formula, charge and spin): 80.6 kcal/mol
* charge: 0
* multiplicity: 1
* gap between HOMO and LUMO: 0.3269 Eh
* largest force on an atom: 2.8 eV/A

=====

C5H9O2P | ωB97M-V/def2-TZVPD

```
17
Properties=species:S:1:pos:R:3
C 1.10 -0.33 -0.68
C -0.10 0.58 -1.12
C 2.21 0.39 0.01
C 1.84 1.33 1.11
C -2.20 -0.11 0.93
O -2.19 2.24 -0.41
O 2.33 1.73 -0.17
P -1.23 1.26 0.09
H 0.71 -1.14 -0.11
H 1.28 -0.83 -1.62
H 0.42 1.57 -1.53
H -0.58 0.15 -2.10
H 3.08 -0.23 0.23
H 2.40 1.71 1.99
H -1.36 -0.81 1.33
H -2.94 0.14 1.70
H -2.61 -0.69 0.12
```

Results
* calculated total energy: -18710.0752 eV
* energy relative to the best compared isomer or geometry (same formula, charge and spin): 111.0 kcal/mol
* charge: 0
* multiplicity: 1
* gap between HOMO and LUMO (spin up / spin down): 0.3117 / 0.2825 Eh
* largest force on an atom: 3.3 eV/A

=====

C2H11N2O2 | ωB97M-V/def2-TZVPD

```
17
Properties=species:S:1:pos:R:3
C -0.20 2.84 -0.60
N 0.63 -0.67 0.13
C 0.22 0.43 -0.50
N 0.01 1.56 0.14
H -0.86 3.41 0.10
H -0.72 2.62 -1.54
H 0.77 3.31 -0.78
H 1.16 -0.46 0.99
H 1.16 -1.40 -0.34
H 0.18 0.45 -1.59
H -0.38 1.53 1.07
H -2.76 -3.76 -0.95
H -3.95 -2.77 -0.68
O -3.12 -2.88 -1.21
H 3.14 -0.83 2.06
H 2.33 -1.95 1.45
O 2.40 -1.42 2.25
```

Results
* ⟨S²⟩: 0.760
* calculated total energy: -9305.8617 eV
* energy relative to the best compared isomer or geometry (same formula, charge and spin): 73.8 kcal/mol
* charge: +2
* multiplicity: 2
* gap between HOMO and LUMO (spin up / spin down): 0.3884 / 0.1043 Eh
* largest force on an atom: 1.5 eV/A

=====

C20H71NO15 | ωB97M-V/def2-TZVPD

```
107
Properties=species:S:1:pos:R:3
C -1.73 -3.07 8.48
C -2.43 -2.73 7.15
O -1.64 -1.79 6.50
H -2.40 -3.73 9.03
H -1.33 -2.28 9.11
H -0.80 -3.59 8.23
H -3.45 -2.36 7.24
H -2.49 -3.63 6.54
H -2.05 -1.61 5.64
C 5.97 -7.65 -1.59
C 4.98 -7.33 -2.79
O 5.13 -5.97 -3.15
H 7.01 -7.38 -1.78
H 6.09 -8.68 -1.24
H 5.53 -7.23 -0.68
H 3.95 -7.48 -2.47
H 5.23 -7.97 -3.64
H 4.48 -5.72 -3.81
C 1.98 -7.07 3.96
C 2.90 -7.71 5.00
O 3.58 -6.76 5.74
H 1.42 -7.80 3.38
H 2.60 -6.73 3.13
H 1.43 -6.19 4.28
H 3.55 -8.37 4.44
H 2.28 -8.24 5.72
H 3.98 -7.10 6.55
C -2.71 6.72 -2.15
C -2.62 7.81 -1.11
O -1.30 8.20 -0.83
H -1.90 6.75 -2.88
H -3.68 6.80 -2.63
H -2.67 5.74 -1.69
H -3.03 7.46 -0.16
H -3.17 8.70 -1.44
H -0.96 7.41 -0.39
C 0.73 -1.73 0.18
C 0.11 -0.61 -0.73
O -1.27 -0.85 -1.05
H 0.18 -1.67 1.12
H 1.78 -1.50 0.34
H 0.78 -2.74 -0.21
H 0.70 -0.68 -1.64
H 0.20 0.41 -0.37
H -1.79 -0.81 -0.25
C 2.30 2.50 -7.60
C 0.77 2.47 -7.34
O 0.31 1.16 -7.56
H 2.83 1.80 -6.96
H 2.69 3.49 -7.35
H 2.54 2.40 -8.66
H 0.35 3.19 -8.04
H 0.52 2.86 -6.36
H -0.63 1.24 -7.41
C -6.09 1.82 -5.92
C -6.54 0.67 -6.79
O -5.51 0.20 -7.55
H -5.66 2.54 -6.61
H -5.31 1.56 -5.21
H -6.81 2.36 -5.30
H -7.37 0.99 -7.43
H -6.95 -0.11 -6.16
H -5.66 -0.63 -8.00
C -7.10 3.73 2.02
C -7.31 3.88 3.50
O -6.91 2.68 4.19
H -6.05 3.55 1.81
H -7.59 4.59 1.57
H -7.70 2.88 1.70
H -8.34 4.03 3.83
H -6.87 4.83 3.79
H -7.65 2.39 4.73
C 3.46 4.91 -0.70
C 3.88 5.76 0.50
C 3.26 5.24 1.81
O 1.79 5.17 1.73
C 1.16 4.22 2.57
N 5.28 5.66 0.66
H 3.97 3.97 -0.86
H 3.58 5.49 -1.61
H 2.39 4.70 -0.69
H 3.63 6.81 0.34
H 3.57 5.90 2.61
H 3.65 4.27 2.11
H 1.67 3.28 2.34
H 0.09 4.17 2.39
H 1.24 4.37 3.65
H 5.67 4.73 0.66
H 5.62 6.08 1.51
O 0.89 -3.65 -6.05
H 0.07 -3.96 -5.67
H 0.66 -2.82 -6.46
O 7.39 -2.80 -0.73
H 7.24 -3.08 0.17
H 6.88 -3.41 -1.26
O -4.83 -1.29 2.60
H -5.29 -0.66 3.17
H -5.23 -2.13 2.81
O 5.83 -3.68 3.62
H 5.53 -4.42 4.15
H 5.45 -2.91 4.05
O 3.00 -0.49 6.19
H 2.09 -0.78 6.18
H 3.00 0.28 6.75
O -3.25 -3.81 -4.54
H -3.65 -4.41 -3.91
H -3.07 -3.01 -4.03
```

Results
* calculated total energy: -54088.6799 eV
* charge: 0
* multiplicity: 1
* gap between HOMO and LUMO: 0.3313 Eh
* largest force on an atom: 2.6 eV/A

=====

C27H50BrCl4N6NaO3 | ωB97M-V/def2-TZVPD

```
92
Properties=species:S:1:pos:R:3
C 0.11 -3.60 3.56
C 0.20 -2.07 3.01
C 1.27 -1.13 3.75
N -0.58 -1.74 1.98
C -1.31 -0.45 2.18
C -0.52 0.60 1.25
C 0.27 1.77 2.01
C 1.89 1.64 1.97
C 2.61 2.60 0.90
N 3.24 3.79 1.58
C 4.55 3.46 2.17
N 5.62 3.09 1.47
N 4.78 3.59 3.66
C -1.85 -0.03 3.63
C -2.89 -1.26 3.92
N -3.31 -1.61 2.71
C -2.78 -0.80 1.54
C -3.71 0.46 1.15
C -5.29 0.24 1.35
C -5.89 1.68 1.83
C -6.93 1.71 3.02
C -7.57 3.02 3.59
C -7.14 4.39 2.92
C -6.11 4.37 1.75
C -5.47 3.05 1.21
H -0.11 -3.64 4.69
H 1.16 -4.08 3.43
H -0.61 -4.23 2.94
H 0.90 -0.06 3.96
H 2.26 -1.16 3.18
H 1.45 -1.58 4.81
H -1.15 1.08 0.42
H 0.29 -0.02 0.68
H 0.03 2.76 1.44
H -0.04 1.96 3.10
H 2.32 1.80 3.03
H 2.13 0.54 1.70
H 1.94 2.89 0.02
H 3.51 1.99 0.47
H 2.62 3.95 2.41
H 6.41 2.93 2.11
H 5.02 4.58 3.86
H 3.92 3.35 4.18
H -1.16 -0.04 4.54
H -2.33 1.03 3.58
H -3.17 -1.76 4.91
H -3.97 -2.38 2.43
H -2.53 -1.33 0.57
H -3.54 0.68 0.03
H -3.37 1.39 1.74
H -5.86 -0.04 0.39
H -5.59 -0.50 2.18
H -7.25 0.72 3.51
H -8.33 2.97 4.45
H -7.64 5.34 3.33
H -5.82 5.39 1.27
H -4.69 3.03 0.38
C -1.52 -4.61 0.11
Cl -0.19 -5.12 -0.95
Cl -2.95 -4.20 -0.85
Cl -1.90 -5.88 1.28
H -1.21 -3.72 0.65
O 0.29 2.26 -1.93
H 0.36 3.04 -2.50
H 0.99 1.68 -2.25
C 5.09 -3.26 -4.26
O 4.85 -2.60 -5.50
C 3.65 -3.04 -6.15
C 2.58 -1.94 -6.10
N 2.07 -1.76 -4.74
C 1.26 -0.55 -4.57
C 1.94 0.81 -4.83
O 2.94 1.15 -3.87
C 4.22 0.56 -4.11
H 6.10 -3.01 -3.93
H 4.39 -2.91 -3.49
H 5.02 -4.34 -4.37
H 3.28 -3.99 -5.74
H 3.92 -3.22 -7.19
H 1.76 -2.22 -6.77
H 3.04 -1.03 -6.48
H 2.85 -1.71 -4.10
H 0.91 -0.55 -3.53
H 0.37 -0.63 -5.20
H 1.17 1.58 -4.73
H 2.33 0.90 -5.85
H 4.43 0.45 -5.17
H 4.29 -0.39 -3.60
H 4.97 1.22 -3.67
Cl -3.35 -1.73 -1.99
Na -3.96 -1.41 -4.66
Br 5.99 -4.20 -6.82
```

Results
* calculated total energy: -168427.7104 eV
* charge: 0
* multiplicity: 1
* gap between HOMO and LUMO: 0.0363 Eh
* largest force on an atom: 5.2 eV/A

=====

C6H10N2O3 | ωB97M-V/def2-TZVPD

```
21
Properties=species:S:1:pos:R:3
N 2.52 1.39 0.29
C 1.27 0.64 -0.01
C 0.12 1.45 0.03
C -1.19 0.76 -0.14
O -2.19 1.52 -0.71
O -1.55 0.25 1.20
C -1.26 -0.64 0.24
N -2.46 -1.59 -0.16
C 0.16 -1.43 0.07
C 1.32 -0.77 -0.05
O 2.48 -1.38 -0.40
H 2.43 2.38 0.02
H 3.44 0.96 0.08
H 2.76 1.57 1.26
H 0.02 2.52 0.04
H -2.25 2.42 -0.37
H -3.18 -1.16 -0.76
H -2.81 -1.91 0.79
H -2.07 -2.31 -0.76
H 0.04 -2.44 0.01
H 2.42 -2.24 -0.69
```

Results
* SMILES string: [NH3+]C1=C[C@]2(O)O[C@]2([NH3+])C=C1O
* calculated total energy: -15486.5313 eV
* energy relative to the best compared isomer or geometry (same formula, charge and spin): 8.2 kcal/mol
* charge: +2
* multiplicity: 1
* gap between HOMO and LUMO: 0.3316 Eh
* largest force on an atom: 5.0 eV/A

=====

C20H28NO3PRe | ωB97M-V/def2-TZVPD

```
54
Properties=species:S:1:pos:R:3
C 4.24 -2.13 1.25
C 3.69 -0.96 1.73
C 2.49 -0.41 1.23
C 1.66 -1.23 0.40
C 2.36 -2.27 -0.26
C 3.60 -2.75 0.19
C 2.16 0.95 1.76
C 2.22 2.33 0.98
N 2.26 2.60 -0.46
Re -0.59 -1.21 0.00
C 1.70 -2.94 -1.43
P 0.27 -1.83 -1.94
H 4.22 -0.46 2.54
H 4.04 -3.65 -0.26
H 5.15 -2.55 1.69
H 1.30 -3.91 -1.11
H 2.38 -3.10 -2.29
H 1.16 0.87 2.22
H 2.85 1.08 2.61
H 1.31 2.83 1.35
C -0.96 -2.82 -2.78
C 1.14 -0.92 -3.28
H 3.09 2.86 1.43
C 3.11 1.79 -1.33
C 1.01 3.08 -1.08
H -1.91 -0.79 -1.15
H 3.96 2.37 -1.72
H 3.51 0.89 -0.85
H 2.54 1.46 -2.22
H 1.10 4.12 -1.42
H 0.74 2.47 -1.96
H 0.16 3.04 -0.38
H 1.14 -1.55 -4.18
H 0.61 0.01 -3.51
H 2.18 -0.68 -3.03
H -0.54 -3.79 -3.05
H -1.80 -2.93 -2.09
H -1.26 -2.25 -3.67
H -1.66 -0.07 -0.85
O -3.52 -0.81 1.49
C -4.02 0.43 1.77
C -5.40 0.64 1.95
C -5.88 1.83 2.49
C -4.96 2.82 2.86
C -3.59 2.62 2.66
C -3.10 1.45 2.04
C -1.61 1.29 1.77
O -0.89 2.23 2.12
O -1.17 0.17 1.21
H -4.28 -1.38 1.27
H -6.09 -0.17 1.71
H -6.96 1.98 2.64
H -5.32 3.75 3.30
H -2.88 3.38 2.99
```

Results
* ⟨S²⟩: 3.817
* calculated total energy: -40223.7948 eV
* energy relative to the best compared isomer or geometry (same formula, charge and spin): 66.6 kcal/mol
* charge: +2
* multiplicity: 4
* gap between HOMO and LUMO (spin up / spin down): 0.1900 / 0.1617 Eh
* largest force on an atom: 5.1 eV/A

=====

C10H13ClI2N2OPSm | ωB97M-V/def2-TZVPD

```
31
Properties=species:S:1:pos:R:3
I 5.71 1.11 -2.02
I 5.71 -1.58 -2.04
Sm -0.51 0.00 -0.09
P -1.26 0.03 -2.44
C -0.02 0.05 -3.73
C -2.31 -1.41 -2.78
H -3.12 1.49 -1.99
H -2.74 1.39 -3.74
H -1.73 2.38 -2.65
C -2.32 1.46 -2.74
H -3.11 -1.46 -2.03
H -2.73 -1.31 -3.78
H -0.52 0.06 -4.70
H 0.62 -0.84 -3.66
H -1.71 -2.33 -2.72
H 0.62 0.94 -3.63
C 1.41 0.02 -0.75
O 2.45 0.03 -1.06
Cl -2.75 -0.02 0.50
N 3.59 -1.64 5.09
C 2.63 -1.10 4.60
C 1.49 -0.46 4.03
C 0.59 0.21 4.86
C -0.52 0.83 4.32
C -0.72 0.76 2.95
N 0.15 0.09 2.14
C 1.24 -0.51 2.66
H 0.75 0.25 5.94
H -1.24 1.35 4.95
H -1.60 1.25 2.52
H 1.93 -1.05 1.99
```

Results
* ⟨S²⟩: 8.819
* calculated total energy: -71505.5568 eV
* energy relative to the best compared isomer or geometry (same formula, charge and spin): 82.9 kcal/mol
* charge: +2
* multiplicity: 6
* gap between HOMO and LUMO (spin up / spin down): 0.1712 / 0.1752 Eh
* largest force on an atom: 9.7 eV/A